# 1
128
Properties=species:S:1:pos:R:3:lowdin_charge:R:1 method="wB97M-V/def2-TZVPD" e_homo_ha=-0.051 spin_multiplicity=1 e_above_lowest_ev=2.433 fmax_ev_per_a=3.1 orbital_gap_ev=4.7 total_charge=-2
H -3.30 0.99 6.07 0.067
H 1.56 -4.90 1.94 0.067
H -4.30 6.54 2.51 0.077
H 3.09 -5.69 -4.91 0.090
C -2.63 0.10 -1.59 -0.379
C -2.57 3.10 1.69 -0.099
C -3.31 -6.01 -1.05 -0.138
C 2.63 -5.92 -3.96 -0.110
H -5.24 -1.17 -4.64 0.075
H -2.76 -6.49 -4.35 0.087
O -1.51 -0.36 1.74 -0.360
Se -0.85 1.70 -0.16 0.697
S 1.09 -1.91 -2.19 0.102
H -2.73 5.82 2.15 0.085
C 1.69 1.73 4.17 -1.106
H -4.21 5.87 4.84 0.073
C -2.87 -2.09 -3.66 -0.030
H -0.95 -4.90 -3.87 0.096
O 0.41 1.22 -2.47 -0.205
H -4.17 2.11 4.45 0.096
C 2.58 -7.24 -3.52 -0.129
C 4.92 -5.02 1.67 -0.147
H -4.90 -1.40 5.04 0.076
C -3.79 5.62 2.19 -0.062
Ca -0.30 -0.89 0.07 0.982
C -2.73 0.14 5.71 -0.050
H -3.93 4.20 5.33 0.070
C -3.47 -6.52 -2.33 -0.140
Te -0.11 3.97 -0.55 0.371
C -3.18 -0.29 4.30 -0.529
H -5.94 3.93 2.17 0.086
C -5.33 -1.70 -3.70 -0.073
C 1.99 -7.53 -2.30 -0.111
H 2.99 -8.03 -4.13 0.083
H -4.99 -0.96 3.33 0.090
C -3.39 3.20 2.81 -0.177
H -5.25 5.53 -3.13 0.077
C -2.92 0.84 3.30 -0.084
H 6.06 -4.02 0.16 0.082
N 1.71 2.98 4.75 -0.092
C -4.61 4.76 -2.72 -0.066
H 2.13 -3.89 -3.53 0.025
H -2.70 -2.36 4.71 0.082
H -7.17 3.95 -3.09 0.073
C -1.95 1.91 1.39 -0.409
O 1.81 -0.28 0.21 -0.292
H -4.63 4.84 -1.63 0.075
H -5.37 2.38 -5.09 0.072
H 1.35 3.71 4.15 0.129
H -6.21 -1.33 -3.17 0.077
C 2.83 3.25 5.61 -0.270
C -5.01 3.33 -4.70 -0.052
O -1.89 -0.82 -1.08 -0.358
H -3.04 -3.12 -3.96 0.070
H -5.49 -2.76 -3.91 0.078
C -4.49 0.94 -2.89 0.012
C -4.06 -1.57 -2.85 -0.521
C 1.49 -5.20 -1.97 -0.395
C 3.65 -5.25 2.17 -0.138
C 1.45 -6.51 -1.54 -0.136
H -2.62 5.13 4.61 0.084
Sb 0.51 -3.69 -0.79 1.106
H 1.94 -8.55 -1.95 0.089
H 1.91 -0.80 -0.63 -0.107
H -1.96 -2.04 -3.07 0.056
H -2.39 3.94 1.04 0.006
H -3.59 4.95 -3.05 0.086
H -5.28 0.25 4.57 0.067
C 2.55 -4.68 1.55 -0.196
H -6.55 3.22 -1.60 0.084
H 3.52 -5.88 3.05 0.083
C -1.42 -4.68 -1.80 -0.325
H -5.91 3.49 3.88 0.072
H -3.98 -6.32 -0.25 0.087
C 2.67 -3.85 0.44 -0.302
H 5.78 -5.48 2.14 0.080
S 2.69 0.62 5.13 0.911
C -4.25 -2.44 -1.60 -0.034
H -5.33 0.74 -3.53 0.090
C -3.69 4.95 4.58 -0.054
C 3.96 -3.63 -0.04 -0.154
H -1.36 -1.42 4.03 0.076
H -3.97 3.45 -5.02 0.088
H -4.25 -7.24 -2.54 0.081
C -2.62 -6.10 -3.34 -0.126
H -3.36 -2.40 -0.98 0.067
C 3.08 1.94 6.35 -0.446
H -4.42 -3.48 -1.88 0.073
H 3.72 3.54 5.04 0.118
O 0.56 -2.00 2.18 -0.170
H -5.10 -2.09 -1.01 0.086
H -0.10 -1.28 2.29 -0.043
H -2.70 -1.94 2.99 0.089
H -2.73 -1.47 -4.55 0.088
C -2.43 -1.59 3.98 -0.058
H -2.19 -4.71 0.20 0.067
H -1.68 0.43 5.69 0.084
C -3.10 2.51 -1.78 -0.078
C -6.52 3.18 -2.69 -0.052
C -2.10 0.72 2.14 -0.425
C -2.30 -5.11 -0.81 -0.209
H 2.57 4.05 6.31 0.114
C 5.07 -4.21 0.56 -0.133
C -4.68 -0.62 4.32 -0.049
H 4.11 1.82 6.68 0.067
H 0.06 -2.80 2.34 0.038
C -3.75 -0.14 -2.43 -0.079
H -5.61 4.13 -5.13 0.073
C -4.20 2.27 -2.59 -0.186
S 0.82 1.36 2.84 0.823
H -2.79 3.51 -1.50 0.027
C -4.11 4.49 3.18 -0.555
C -3.53 2.05 3.58 -0.003
C 2.09 -4.92 -3.18 -0.159
H -4.14 5.37 1.20 0.078
C -5.07 3.37 -3.17 -0.557
C -1.61 -5.20 -3.07 -0.159
H -6.91 2.21 -2.99 0.071
H 0.38 0.25 -2.58 -0.075
H -6.16 5.18 3.41 0.075
C -5.63 4.26 3.16 -0.051
C -2.35 1.46 -1.32 -0.340
H 2.40 1.82 7.19 0.069
H 0.99 -6.74 -0.58 0.097
H 4.10 -3.01 -0.91 0.080
H 2.10 -0.89 0.89 0.027
H -2.85 -0.68 6.42 0.076
H 1.33 1.44 -2.26 0.033

=====

# 2
77
Properties=species:S:1:pos:R:3:lowdin_charge:R:1 method="wB97M-V/def2-TZVPD" e_homo_ha=-0.385 spin_multiplicity=1 e_above_lowest_ev=0.422 fmax_ev_per_a=0.6 orbital_gap_ev=7.7 total_charge=+1
H -0.33 7.63 -2.04 0.110
H -0.53 -4.36 -3.01 0.105
N -3.34 -2.41 -2.42 -0.094
C 5.35 1.69 -2.19 -0.068
C 3.70 1.24 -0.49 -0.368
C 2.93 -2.59 2.01 -0.064
C 6.28 2.00 -1.20 -0.062
O -2.47 -6.26 2.10 0.126
C -3.35 2.17 2.86 -0.067
C -0.33 6.64 -1.61 -0.068
C -3.85 -2.91 -1.15 0.002
C -1.47 3.07 4.05 -0.067
H 6.65 2.16 0.91 0.112
C -2.14 -6.39 0.80 -0.481
H 0.67 0.50 2.53 0.080
H -3.79 -4.07 -3.71 0.137
H 1.40 3.74 -1.71 0.094
C 5.92 1.92 0.14 -0.064
C -0.92 -4.14 0.82 -0.027
H -4.72 -2.34 -0.84 0.102
O -2.43 -7.40 0.21 0.129
C -0.30 -3.12 0.12 -0.124
C -1.30 6.30 -0.68 -0.066
H 0.32 3.35 2.92 0.104
H 7.28 2.30 -1.47 0.112
C -2.81 -2.27 -4.55 -0.035
H 3.34 1.06 -2.60 0.102
C -2.58 2.09 1.71 -0.108
C -3.38 -3.08 -3.63 -0.028
P -0.30 2.41 0.18 0.921
H -1.03 3.45 4.97 0.110
H -3.07 -2.84 -0.40 0.075
P 2.01 0.79 -0.07 0.894
C -1.26 2.52 1.72 -0.395
H 3.62 -1.62 0.23 0.114
H 4.37 1.45 1.55 0.113
C -0.65 -4.29 -1.93 -0.112
H -2.63 -2.42 -5.60 0.130
C -1.27 -5.31 -1.24 -0.013
C 2.16 -0.43 1.27 -0.387
C 0.64 4.45 -1.42 -0.102
C -0.17 -3.16 -1.27 -0.670
C 2.08 -2.52 3.11 -0.075
H -2.05 4.77 0.63 0.104
C 0.64 5.72 -1.98 -0.073
N -2.46 -1.12 -3.88 0.092
H -1.98 -0.32 -4.28 0.162
C 4.64 1.54 0.50 -0.085
C -0.32 4.10 -0.47 -0.351
H -4.13 -3.95 -1.28 0.102
N 1.32 2.17 0.64 -0.386
H -3.39 2.71 4.94 0.110
H -3.03 1.71 0.80 0.055
H 5.64 1.74 -3.23 0.111
H -4.38 1.84 2.84 0.110
Zn -0.24 -0.12 -1.01 0.206
C -2.79 2.65 4.03 -0.067
H 2.06 -3.33 3.83 0.110
H 0.14 -2.29 0.68 0.070
C 1.27 -1.41 3.29 -0.076
S 0.66 -1.88 -2.18 0.543
H -1.64 -6.19 -1.75 0.127
S -2.56 0.01 -1.39 0.623
H 1.40 5.99 -2.70 0.109
C -1.30 5.03 -0.11 -0.077
C 4.07 1.31 -1.84 -0.093
C -1.43 -5.25 0.14 -0.144
C 1.30 -0.37 2.37 -0.100
H 0.62 -1.35 4.15 0.110
C 2.97 -1.55 1.09 -0.091
C -0.71 3.01 2.90 -0.096
H -2.23 -5.39 2.44 0.089
C -2.77 -1.21 -2.58 -0.744
H -0.97 -4.06 1.90 0.114
H 1.88 2.91 1.04 0.085
H -2.05 7.01 -0.38 0.111
H 3.57 -3.46 1.87 0.113

=====

# 3
77
Properties=species:S:1:pos:R:3:lowdin_spin:R:1 method="wB97M-V/def2-TZVPD" e_homo_ha="-0.146 / -0.147" spin_multiplicity=2 s2=0.77 fmax_ev_per_a=1.0 orbital_gap_ev="6.5 / 5.7" total_charge=-1
H 1.31 -0.08 3.43 0.000
H 0.71 -2.47 1.48 0.000
H 3.66 -0.92 -3.34 0.000
C -2.75 0.55 0.38 -0.001
C 4.74 -1.61 0.29 0.000
C 5.05 -1.92 -2.06 0.000
H 0.99 2.73 2.32 0.000
H 0.31 -3.07 -3.34 0.001
C -1.62 -3.66 -0.66 0.005
C -1.68 -0.35 -4.53 0.064
H -2.16 -3.82 -1.60 0.000
H 0.62 2.23 3.98 0.000
O 2.22 0.24 -1.55 0.003
H 0.64 3.91 -3.44 0.000
C 0.47 4.02 0.48 0.000
H -1.32 -4.64 -0.28 0.001
N -0.73 -0.86 -1.02 0.240
C 5.46 -2.17 -0.73 0.000
C -1.39 1.05 3.50 0.000
H -1.56 -2.08 -3.31 0.000
C -2.27 -0.09 3.57 0.000
H 1.28 -4.01 -2.21 0.000
H -2.32 -3.21 0.05 0.000
C -3.26 -0.17 4.56 0.000
C 0.99 3.91 -2.41 0.003
H -3.50 0.72 5.13 0.000
H 2.00 -2.19 0.30 0.000
C -1.56 1.06 -4.58 0.077
H -2.57 4.23 -0.53 0.000
N 1.85 0.33 1.43 0.009
H 1.37 -3.82 0.53 0.000
H 6.33 -2.79 -0.53 0.000
Si -0.29 3.47 -1.11 0.023
C -1.89 4.43 -1.36 0.005
H 1.68 -2.32 -2.52 0.000
Ir -0.74 0.38 0.54 0.077
N -0.63 1.74 -1.07 0.197
C -1.21 1.77 -3.46 0.038
H -2.41 4.16 -2.27 0.000
O -1.01 -1.20 1.88 0.003
C 0.68 1.90 2.94 0.001
H 0.91 5.01 0.37 0.000
F -3.28 1.49 1.23 0.001
F -3.26 0.93 -0.83 0.000
N -0.60 1.33 2.53 0.002
H 2.64 1.08 3.24 0.000
H -0.26 4.05 1.29 0.000
Si -0.14 -2.54 -0.87 0.025
C -1.42 -1.01 -3.36 0.047
C 3.61 -0.81 0.07 0.000
H -2.25 -3.33 2.59 0.000
C 0.85 -3.02 -2.40 0.002
H -1.76 1.58 -5.51 0.004
C -3.53 -2.50 4.09 0.000
F -3.43 -0.60 0.64 0.000
H 5.05 -1.79 1.32 0.000
C -1.04 -0.30 -2.19 0.080
H -4.02 -3.45 4.30 0.000
H -1.25 1.60 4.44 0.000
C -0.96 1.13 -2.22 0.084
H -1.17 2.85 -3.53 0.000
C -1.91 -1.22 2.81 0.000
C 1.68 0.76 2.82 0.000
C -3.92 -1.35 4.81 0.000
C 3.18 -0.51 -1.28 0.000
C 2.97 -0.27 1.25 0.001
C 1.10 -2.76 0.50 0.003
H 5.60 -2.35 -2.88 0.000
H -1.68 5.50 -1.38 0.001
H -1.98 -0.89 -5.41 0.003
H 1.27 3.31 0.73 0.000
C -2.54 -2.45 3.14 0.000
H 3.59 -0.43 2.15 0.000
H -4.70 -1.41 5.55 0.000
H 1.37 4.92 -2.19 0.000
C 3.97 -1.12 -2.32 0.000
H 1.83 3.21 -2.34 0.000